{
  "formula": "C6H13NO2",
  "method": "ωB97M-V/def2-TZVPD",
  "orbital_gap_ev": 10.46,
  "smiles": "CC(C)(O)N[C@@]1(C)CO1",
  "charge": 0,
  "species": ["H", "C", "H", "C", "O", "H", "H", "C", "H", "H", "O", "C", "H", "H", "H", "H", "H", "C", "C", "N", "H", "H"],
  "coordinates": [[-0.759, -0.331, -1.525], [1.748, 0.186, 0.636], [2.684, -0.342, 0.808], [-1.171, 1.673, 1.027], [-1.414, -0.915, 1.203], [-3.301, -0.052, 0.882], [-0.090, -1.799, 0.617], [-1.223, 0.370, 0.273], [-1.545, 1.527, 2.032], [1.222, -1.140, -2.522], [0.664, -1.841, -0.085], [0.986, -0.549, -0.464], [-1.808, 2.398, 0.508], [2.723, -1.094, -1.594], [-2.674, -1.118, -0.477], [1.964, 0.424, -2.122], [1.178, 0.181, 1.563], [1.776, -0.587, -1.767], [-2.440, -0.465, 0.363], [-0.328, 0.201, -0.774], [1.963, 1.210, 0.344], [-0.155, 2.066, 1.073]]
}


{
  "formula": "C6H13NO2",
  "method": "ωB97M-V/def2-TZVPD",
  "orbital_gap_ev": 10.65,
  "smiles": "CC(C)C[C@H](N)C(=O)O",
  "charge": 0,
  "species": ["H", "C", "C", "H", "O", "H", "O", "H", "H", "H", "C", "H", "H", "C", "H", "N", "H", "H", "H", "H", "C", "C"],
  "coordinates": [[0.115, -1.395, -0.616], [1.244, 0.257, 0.067], [-1.250, -0.527, 1.408], [-2.398, -1.346, -0.697], [3.405, -0.050, 0.483], [-0.116, -0.071, -1.716], [2.460, -1.707, -0.629], [-1.165, 1.256, 0.093], [-2.362, 0.135, -1.808], [1.164, 0.310, 1.115], [-1.236, 0.200, 0.038], [-3.373, 0.036, -0.338], [-1.001, -1.563, 1.257], [-2.440, -0.262, -0.778], [-0.634, -0.159, 2.193], [1.643, 1.619, -0.295], [0.917, 2.306, -0.013], [-2.213, -0.557, 1.876], [3.109, 0.851, 0.461], [1.788, 1.626, -1.340], [-0.028, -0.285, -0.691], [2.369, -0.674, -0.067]]
}


{
  "formula": "C6H13NO2",
  "method": "ωB97M-V/def2-TZVPD",
  "orbital_gap_ev": 10.56,
  "smiles": "C=C[C@@H](C)CC(N)(O)O",
  "charge": 0,
  "species": ["H", "C", "H", "H", "C", "H", "H", "O", "H", "H", "H", "O", "C", "H", "H", "H", "H", "N", "H", "C", "C", "C"],
  "coordinates": [[-0.374, -1.384, -0.749], [-1.064, 1.333, -0.667], [-1.222, -1.172, 1.460], [-2.140, 0.654, 0.872], [-0.134, -1.100, 1.378], [0.264, -2.047, 1.758], [3.779, -1.656, 0.184], [-1.276, 1.450, -2.043], [0.206, -0.302, 2.047], [2.814, -0.454, 1.212], [-1.888, 2.851, 0.073], [-0.967, 2.621, -0.130], [0.361, 0.629, -0.444], [-2.371, -0.162, -0.520], [0.910, 1.184, 0.326], [0.910, 0.744, -1.388], [-2.220, 1.668, -2.107], [-2.258, 0.771, -0.130], [1.810, -2.167, -1.137], [1.735, -1.449, -0.321], [2.831, -1.168, 0.393], [0.295, -0.844, -0.069]]
}


{
  "formula": "C6H13NO2",
  "method": "ωB97M-V/def2-TZVPD",
  "orbital_gap_ev": 9.42,
  "smiles": "CN=C(O)O.C=C(C)C",
  "charge": 0,
  "species": ["H", "C", "N", "H", "O", "H", "H", "C", "O", "C", "H", "H", "C", "H", "C", "C", "H", "H", "H", "H", "H", "H"],
  "coordinates": [[2.961, 1.028, 0.445], [1.865, 1.123, 0.025], [-1.756, -0.094, -0.794], [-3.128, -0.671, 0.805], [-1.020, 1.472, 0.801], [-2.905, -1.864, -0.432], [0.657, -2.056, -0.867], [1.129, -0.219, 0.145], [-0.531, 1.661, -1.388], [-1.106, 0.901, -0.412], [-1.641, 1.422, 1.497], [2.297, -1.573, -1.149], [0.734, -0.722, 1.342], [-1.477, -1.224, 0.667], [-2.333, -1.009, 0.096], [1.286, -1.138, -1.023], [1.785, 1.207, -1.076], [1.000, -0.249, 2.334], [0.260, -1.655, 1.388], [0.900, -0.794, -1.977], [1.409, 1.941, 0.500], [-0.389, 2.511, -0.923]]
}


{
  "formula": "C6H13NO2S",
  "method": "ωB97M-V/def2-TZVPD",
  "orbital_gap_ev": [8.76, 7.71],
  "charge": 0,
  "species": ["H", "H", "H", "H", "O", "H", "H", "C", "H", "S", "H", "O", "C", "H", "C", "H", "C", "N", "H", "H", "H", "C", "C"],
  "coordinates": [[1.493, -2.319, -1.310], [-2.211, -0.419, 1.586], [-0.707, 1.699, 1.968], [-0.102, 1.074, -1.564], [-0.964, 0.747, -1.256], [-0.372, -2.191, 1.152], [-3.016, 0.308, 0.179], [0.471, -1.787, 0.592], [2.431, 0.534, -1.835], [1.898, 0.655, 0.414], [1.396, -2.019, 1.119], [2.955, -0.345, 0.505], [-0.847, 1.853, 0.902], [-1.793, 2.364, 0.743], [-2.152, -0.262, 0.512], [2.199, 2.104, -1.381], [0.542, -2.362, -0.807], [1.841, 1.160, -1.296], [-0.042, 2.481, 0.526], [-2.167, -1.222, 0.005], [-0.338, -2.333, -1.430], [0.364, -0.227, 0.531], [-0.881, 0.507, 0.144]]
}


{
  "formula": "C6H13NO3",
  "method": "ωB97M-V/def2-TZVPD",
  "orbital_gap_ev": 10.12,
  "smiles": "O=CCCCC(=O)O.CN",
  "charge": 0,
  "species": ["H", "H", "N", "C", "H", "H", "H", "O", "O", "H", "C", "H", "C", "H", "C", "C", "H", "H", "O", "H", "H", "H", "C"],
  "coordinates": [[0.977, 0.514, 0.448], [-0.734, 0.119, 0.685], [1.267, -2.545, 1.680], [0.291, -1.224, -0.541], [-0.885, -2.444, -1.394], [-1.247, 0.872, -1.650], [-1.375, 2.574, 0.212], [1.274, -1.560, -1.185], [-1.810, 4.391, -1.525], [1.409, -3.466, 1.275], [-0.566, 2.591, -0.531], [0.451, -1.633, 3.387], [0.063, 0.195, -0.072], [-0.152, 3.680, -2.420], [-0.332, 1.207, -1.141], [-0.869, 3.630, -1.568], [2.179, -2.123, 1.833], [0.455, 1.264, -1.908], [-0.845, -1.947, -0.566], [0.924, -3.337, 3.653], [-0.523, -2.935, 2.689], [0.356, 2.924, -0.021], [0.505, -2.627, 2.921]]
}


{
  "formula": "C6H13NO3",
  "method": "ωB97M-V/def2-TZVPD",
  "orbital_gap_ev": [8.06, 8.06],
  "charge": 0,
  "species": ["O", "C", "O", "C", "C", "H", "H", "C", "H", "C", "C", "H", "N", "H", "H", "H", "O", "H", "H", "H", "H", "H", "H"],
  "coordinates": [[-2.061, -1.094, 0.881], [0.355, 0.440, 1.529], [-0.504, 1.262, -1.439], [0.928, 1.474, 0.770], [-1.701, -0.052, 0.418], [0.186, -1.685, 1.675], [0.311, 1.482, -0.410], [-1.010, 0.061, -1.266], [0.739, 2.487, 1.117], [-0.134, -1.160, -1.605], [0.954, -0.911, 1.699], [-0.406, 0.700, 2.254], [1.266, -0.882, -1.866], [-0.222, -1.902, -0.810], [-2.038, -0.036, -1.643], [1.352, -0.160, -2.573], [-2.345, 1.114, 0.643], [1.422, -0.957, 2.689], [1.963, 1.326, 0.465], [-0.556, -1.619, -2.506], [-1.947, 1.789, 0.064], [1.714, -1.139, 0.953], [1.735, -0.539, -1.040]]
}


{
  "formula": "C6H13NO5",
  "method": "ωB97M-V/def2-TZVPD",
  "orbital_gap_ev": 9.70,
  "charge": 0,
  "species": ["H", "H", "C", "H", "C", "H", "O", "C", "H", "H", "H", "O", "H", "O", "H", "N", "O", "H", "O", "C", "C", "H", "H", "H", "C"],
  "coordinates": [[-3.431, 0.807, -0.319], [1.323, -1.569, -1.124], [0.366, -1.276, 0.917], [-1.045, 1.798, -0.701], [-1.465, 0.101, 0.539], [0.476, -2.318, 1.098], [0.183, 1.712, 0.939], [-2.713, -0.077, -0.394], [-1.002, -0.677, -1.759], [0.717, 0.568, 1.828], [0.253, 0.329, -1.962], [0.576, -0.486, 1.978], [-1.882, 0.128, 1.737], [1.585, 1.449, -1.037], [3.146, -1.301, 0.373], [2.401, -0.460, 0.153], [-2.287, -0.178, -1.780], [-3.233, -1.195, -0.178], [-0.912, -1.253, 0.388], [1.178, -0.934, -0.344], [-0.462, 1.077, -0.058], [2.461, 0.967, -0.821], [2.159, 0.222, 1.101], [0.992, 2.034, 0.371], [0.613, 0.532, -0.943]]
}


{
  "formula": "C6H13NOS",
  "method": "ωB97M-V/def2-TZVPD",
  "orbital_gap_ev": 8.82,
  "smiles": "CN[C@H](C(O)=S)C(C)C",
  "charge": 0,
  "species": ["H", "H", "H", "C", "H", "H", "H", "O", "H", "H", "C", "C", "C", "H", "H", "H", "H", "C", "H", "S", "N", "C"],
  "coordinates": [[-3.073, -1.332, -0.848], [2.159, -0.135, 0.277], [1.764, 1.631, -1.141], [1.077, 1.371, 1.320], [2.061, 0.037, -1.768], [0.994, 0.983, 2.309], [0.548, 0.749, -1.790], [-0.858, -1.482, 2.563], [-1.487, -1.007, 1.963], [-1.723, -2.443, -0.522], [0.189, -0.890, 0.429], [-1.992, -1.437, -0.668], [0.331, -1.560, 2.037], [-1.331, 0.410, 0.364], [1.878, 1.960, 1.090], [0.123, 1.976, 1.114], [0.661, -1.745, -0.154], [1.425, 0.665, -1.272], [-1.567, -1.410, -1.664], [1.731, -2.202, 2.535], [-1.262, -0.583, 0.334], [1.159, 0.308, 0.224]]
}


{
  "formula": "C6H13NS",
  "method": "ωB97M-V/def2-TZVPD",
  "orbital_gap_ev": 9.26,
  "smiles": "CN[C@H]1CC[C@@H]1CS",
  "charge": 0,
  "species": ["H", "C", "S", "H", "H", "C", "H", "C", "H", "H", "H", "C", "N", "H", "H", "H", "H", "H", "H", "C", "C"],
  "coordinates": [[1.989, 0.007, 2.806], [-0.475, -1.858, -0.485], [0.399, 1.961, -2.149], [0.114, -1.080, 1.961], [1.559, 1.707, -1.483], [-0.672, 1.640, -0.648], [-1.532, 0.281, 0.679], [1.520, 0.377, 1.908], [-0.194, 2.166, 0.224], [-2.429, -1.085, -1.380], [-1.558, 2.176, -0.914], [0.341, -0.645, 0.029], [0.790, -0.736, 1.343], [-0.994, -2.362, 0.278], [2.312, 0.583, 1.161], [0.906, 1.240, 2.105], [0.110, -2.529, -1.074], [1.219, -0.444, -0.585], [-1.078, -0.692, -2.274], [-0.923, 0.182, -0.252], [-1.403, -0.887, -1.250]]
}